Here is a cluster of 6 separate species, C26H52N7O10 in total at a distorted geometry from the OMol25 dataset. Energies are from wB97M-V/def2-TZVPD.

Each line ends with the Löwdin charge.
Atoms and positions in Å:
C1 1.03 -5.22 1.55  -0.01
C2 2.02 -4.25 0.62  -0.28
O1 2.78 -3.38 1.29  -0.02
N1 2.01 -4.49 -0.88  -0.08
C3 3.44 -4.76 -1.28  -0.07
C4 1.37 -3.37 -1.66  -0.33
C5 -0.25 -3.55 -1.48  -0.04
C6 -0.77 -5.11 -1.42  -0.26
O2 -0.27 -6.14 -2.10  0.00
O3 -1.96 -5.38 -0.55  0.01
C7 1.57 -3.27 -3.28  -0.04
C8 2.87 -2.23 -3.47  0.14
N2 2.85 -1.48 -2.29  0.09
C9 1.70 -1.80 -1.31  -0.14
C10 0.57 -0.68 -1.84  -0.03
C11 -0.33 -0.06 -0.61  -0.23
O4 0.08 1.13 -0.08  -0.03
O5 -1.55 -0.67 -0.05  -0.01
H1 0.77 -6.22 0.95  0.11
H2 0.08 -4.66 1.94  0.09
H3 1.73 -5.58 2.44  0.11
H4 4.18 -3.91 -0.95  0.09
H5 3.61 -4.96 -2.42  0.10
H6 3.82 -5.74 -0.71  0.13
H7 -0.90 -3.01 -2.30  0.15
H8 -0.53 -3.04 -0.44  0.13
H9 -2.11 -4.63 0.08  0.11
H10 0.61 -2.93 -3.87  0.15
H11 1.89 -4.32 -3.74  0.15
H12 3.63 -2.13 -4.35  0.18
H13 3.50 -0.69 -1.99  0.14
H14 1.83 -1.45 -0.20  0.18
H15 -0.05 -1.06 -2.76  0.13
H16 1.24 0.23 -2.24  0.15
H17 -1.26 -1.09 0.82  0.13
C12 6.11 -1.28 -1.73  -0.31
O6 5.37 -0.46 -2.25  -0.04
N3 6.64 -1.19 -0.47  -0.19
C13 7.52 -2.21 0.07  -0.05
C14 6.32 -0.04 0.35  -0.03
H18 6.42 -2.19 -2.27  0.14
H19 7.06 -2.63 0.98  0.10
H20 8.48 -1.75 0.32  0.10
H21 7.68 -3.02 -0.65  0.09
H22 5.23 0.00 0.49  0.09
H23 6.64 0.86 -0.16  0.10
H24 6.81 -0.11 1.33  0.10
C15 -2.19 5.50 -2.01  -0.33
O7 -2.51 6.66 -1.78  0.01
N4 -1.75 4.59 -1.07  -0.19
C16 -1.39 3.24 -1.42  -0.08
C17 -1.66 5.01 0.32  -0.04
H25 -2.22 5.08 -3.03  0.13
H26 -2.04 2.55 -0.87  0.09
H27 -0.35 3.07 -1.14  0.07
H28 -1.51 3.06 -2.49  0.06
H29 -2.65 5.33 0.66  0.10
H30 -0.97 5.85 0.39  0.10
H31 -1.30 4.18 0.94  0.07
C18 0.31 3.68 -4.31  -0.33
O8 -0.03 2.55 -4.01  -0.03
N5 0.44 4.16 -5.60  -0.20
C19 0.86 5.52 -5.87  -0.06
C20 0.16 3.28 -6.71  -0.05
H32 0.55 4.44 -3.55  0.14
H33 0.07 6.02 -6.44  0.10
H34 1.78 5.50 -6.46  0.09
H35 1.04 6.07 -4.95  0.09
H36 -0.87 2.93 -6.64  0.09
H37 0.83 2.41 -6.66  0.09
H38 0.31 3.79 -7.66  0.09
C21 -3.07 1.64 4.48  -0.32
O9 -3.14 0.49 4.07  -0.01
N6 -2.06 2.53 4.19  -0.20
C22 -2.05 3.88 4.71  -0.06
C23 -0.96 2.10 3.35  -0.06
H39 -3.85 2.07 5.13  0.13
H40 -2.05 4.58 3.87  0.08
H41 -1.15 4.02 5.31  0.09
H42 -2.93 4.07 5.33  0.09
H43 -1.36 1.79 2.37  0.08
H44 -0.47 1.24 3.81  0.09
H45 -0.24 2.91 3.21  0.09
C24 -6.02 -1.10 7.42  -0.33
O10 -6.50 -1.56 8.45  0.00
N7 -6.67 -0.99 6.21  -0.21
C25 -6.03 -0.45 5.03  -0.07
C26 -8.05 -1.44 6.11  -0.05
H46 -4.98 -0.74 7.38  0.13
H47 -6.59 0.43 4.70  0.09
H48 -6.03 -1.20 4.25  0.09
H49 -5.00 -0.15 5.25  0.05
H50 -8.66 -0.87 6.82  0.09
H51 -8.10 -2.50 6.37  0.09
H52 -8.43 -1.28 5.09  0.09

Total charge ... +1
E_HOMO ... -10.14 eV
Kohn-Sham gap ... 5.36 eV
LUMO energy ... -4.79 eV